C31H37BBr2N13O11P2SSn | the ωB97M-V functional and the def2-TZVPD basis

Output
- LUMO (alpha / beta) (eV) = -0.537 / -2.707
- energy relative to the best compared isomer or geometry (same formula, charge and spin) (eV) = 0.530
- total charge = 0
- spin multiplicity = 2
- orbital gap (alpha / beta) (eV) = 7.786 / 5.609
- DFT total energy (Ha) = -9211.3437

Geometry (Å):
1 Sn 0.542815 -0.652572 1.052072
2 C 0.981012 3.667482 -0.774506
3 C 0.964804 2.275141 -0.910091
4 N 0.154178 1.720371 -0.018273
5 N -0.381173 2.736432 0.702077
6 C 0.113113 3.919951 0.268704
7 B -1.375577 2.392100 1.849902
8 N -2.322227 1.264610 1.374396
9 C -3.659771 1.319065 1.188501
10 C -4.090429 0.078476 0.772994
11 C -2.924165 -0.697355 0.729069
12 N -1.870655 0.027801 1.079290
13 N -0.565437 1.881525 3.087692
14 C -0.341031 2.508929 4.261381
15 C 0.468557 1.704708 5.036914
16 C 0.709407 0.576873 4.242916
17 N 0.082643 0.692543 3.074578
18 N -2.249013 3.557927 2.330145
19 C -3.132979 3.448855 3.360483
20 C -3.738481 4.665265 3.529789
21 C -3.150761 5.479924 2.540293
22 N -2.264752 4.811182 1.823245
23 H 1.533087 4.387131 -1.356706
24 H 1.510931 1.647515 -1.601591
25 H -0.212982 4.845769 0.705055
26 H -4.222757 2.222012 1.359497
27 H -5.100816 -0.222052 0.551916
28 H -2.793598 -1.742233 0.493412
29 H -0.750741 3.484483 4.470655
30 H 0.825953 1.910681 6.032905
31 H 1.318280 -0.290654 4.443924
32 H -3.271928 2.515644 3.887180
33 H -4.487757 4.934148 4.257211
34 H -3.345316 6.519525 2.318834
35 N 2.008276 -5.424749 3.339820
36 C 1.393688 -4.043229 3.215518
37 C 0.937086 -3.549316 4.585302
38 P 2.868319 -3.021020 2.671886
39 O 3.204542 -3.509759 1.174518
40 O 3.931932 -3.598668 3.552239
41 O 2.497605 -1.574846 2.681904
42 P -0.080958 -4.156696 2.124283
43 O 0.622132 -4.858242 0.814600
44 O -1.025216 -5.138615 2.705649
45 O -0.524830 -2.757586 1.787398
46 H 2.986170 -5.217281 3.671317
47 H 2.063500 -5.831820 2.403470
48 H 1.465718 -6.035222 3.942800
49 H 1.782538 -3.413434 5.262244
50 H 0.208234 -4.236145 5.023151
51 H 0.437933 -2.588742 4.453735
52 H 2.699104 -3.029845 0.493604
53 H -0.041091 -5.440075 0.400008
54 Br 5.091452 -1.668801 -2.403489
55 C 5.169242 -0.311063 -1.117495
56 C 6.316734 0.432775 -0.964999
57 C 6.352317 1.451592 -0.027740
58 Br 7.941556 2.444584 0.114289
59 C 5.234298 1.755204 0.815027
60 C 5.233778 2.774545 1.782773
61 C 4.116025 2.968423 2.550926
62 C 3.009360 2.134857 2.354772
63 N 2.980771 1.178429 1.447597
64 C 4.057894 0.991966 0.681051
65 C 3.962065 -0.065353 -0.344414
66 O 2.924585 -0.696592 -0.542455
67 H 7.183804 0.227374 -1.576054
68 H 6.110307 3.393019 1.913229
69 H 4.082296 3.742926 3.304852
70 H 2.121408 2.259960 2.964436
71 C -3.848950 2.241142 -7.535196
72 C -3.881937 1.440992 -6.237909
73 S -2.532179 0.266697 -6.254079
74 O -1.289120 0.980527 -6.078694
75 O -2.678404 -0.599568 -7.395902
76 C -2.784889 -0.709585 -4.768399
77 C -1.708678 -1.802443 -4.759149
78 N -1.371675 -2.201567 -3.399412
79 C -0.344026 -1.695325 -2.683074
80 N -0.331954 -2.170605 -1.442563
81 C -1.378751 -3.025399 -1.348660
82 C -2.044320 -3.056202 -2.541864
83 N -3.211263 -3.798487 -2.871323
84 O -3.573392 -4.640950 -2.072264
85 O -3.798477 -3.528539 -3.915617
86 C 0.670060 -0.758968 -3.240310
87 H -4.669769 2.955120 -7.555754
88 H -3.940357 1.574707 -8.391847
89 H -2.909022 2.786565 -7.621846
90 H -4.795074 0.852290 -6.134398
91 H -3.727629 2.063764 -5.355615
92 H -3.789918 -1.128116 -4.781512
93 H -2.658370 -0.021398 -3.930746
94 H -0.799716 -1.417825 -5.217442
95 H -2.044322 -2.660242 -5.324407
96 H -1.630984 -3.540961 -0.435537
97 H 1.153815 -1.182953 -4.122576
98 H 1.419718 -0.598639 -2.470990
99 H 0.224579 0.196211 -3.532531

Force components x, y, z for each atom (eV/Å):
Sn -0.359 0.036 0.392
C 0.004 -0.002 0.026
C 0.044 -0.038 0.083
N -0.029 0.067 0.065
N -0.071 0.302 0.019
C -0.014 -0.220 -0.011
B 0.042 0.028 -0.160
N -0.025 0.008 -0.087
C 0.010 -0.089 -0.105
C 0.046 -0.029 -0.005
C 0.065 0.023 0.036
N -0.024 -0.260 0.104
N 0.037 -0.004 0.050
C 0.121 -0.083 -0.106
C 0.013 -0.046 0.014
C -0.090 0.044 0.030
N 0.213 0.039 -0.005
N 0.048 -0.161 0.187
C 0.047 -0.012 -0.061
C -0.029 0.136 0.014
C -0.036 -0.020 -0.039
N 0.056 -0.019 0.009
H -0.051 -0.035 0.032
H -0.031 0.053 0.083
H -0.059 -0.002 0.032
H 0.102 -0.019 -0.004
H 0.054 0.000 0.007
H -0.040 0.078 0.030
H -0.044 -0.087 -0.072
H -0.011 -0.052 -0.074
H 0.027 -0.013 -0.089
H 0.051 0.072 -0.059
H 0.052 -0.037 -0.064
H 0.032 -0.073 0.011
N 0.283 0.410 -0.137
C -0.017 0.320 -0.389
C 0.009 -0.059 0.044
P 0.337 -0.086 0.409
O -0.292 0.139 -0.286
O -0.134 -0.047 -0.144
O -0.398 0.103 -0.051
P -0.053 -0.197 -0.043
O -0.343 -0.055 -0.141
O -0.013 -0.022 0.096
O 0.227 0.167 -0.035
H -0.265 -0.100 0.068
H -0.039 -0.044 -0.008
H -0.077 -0.059 0.099
H 0.003 -0.020 -0.026
H 0.022 -0.008 -0.032
H 0.043 -0.030 0.012
H 0.183 -0.188 0.210
H 0.365 0.166 0.217
Br 0.031 0.099 0.106
C -0.131 -0.167 -0.198
C -0.012 0.049 0.084
C 0.084 0.034 -0.009
Br -0.077 -0.045 0.000
C -0.076 0.008 0.056
C 0.038 -0.001 -0.011
C 0.025 -0.045 -0.013
C -0.017 0.042 -0.026
N -0.177 0.047 -0.103
C 0.066 0.151 0.158
C -0.037 -0.261 -0.070
O 0.215 0.105 -0.092
H -0.002 0.004 0.006
H 0.014 0.000 0.002
H -0.004 -0.008 -0.016
H 0.026 -0.015 -0.060
C 0.074 -0.041 0.028
C 0.217 -0.148 -0.075
S -0.083 0.014 0.183
O -0.035 0.036 0.020
O -0.078 -0.050 0.028
C 0.141 0.107 -0.305
C -0.112 0.186 0.058
N -0.243 -0.058 -0.152
C 0.091 -0.106 0.249
N 0.081 0.098 -0.185
C -0.135 -0.007 -0.008
C 0.233 0.011 0.063
N -0.298 0.022 -0.024
O 0.088 0.121 -0.123
O 0.199 -0.059 0.158
C -0.144 0.022 0.012
H -0.014 0.005 0.024
H -0.025 0.028 0.007
H -0.044 0.008 0.001
H 0.004 0.063 0.010
H -0.073 -0.016 -0.015
H 0.029 0.001 0.047
H -0.033 -0.051 0.021
H 0.055 -0.040 0.048
H -0.011 -0.110 -0.045
H 0.048 0.009 -0.050
H 0.018 0.009 0.038
H 0.071 0.022 0.010
H 0.022 -0.046 0.014